one | Computed, not measured: C3H6FN3 in the gas phase, with the ωB97M-V functional and the def2-TZVPD basis.

Computed properties:
lowest unoccupied orbital energy	0.728	eV
SMILES string	N=C=NCCNF

The geometry in ORCA input format:
```
! wB97M-V def2-TZVPD RIJCOSX def2/J DEFGRID3
* xyz 0 1
N -2.919 -1.103 -0.105
C -1.949 -0.422 0.037
N -1.220 0.460 0.403
C -0.083 1.168 0.119
C 1.061 0.312 -0.383
N 1.646 -0.600 0.634
F 2.148 -1.848 -0.084
H -3.361 -1.787 0.344
H 0.078 1.796 0.912
H -0.313 1.847 -0.732
H 0.513 -0.363 -1.225
H 1.870 0.819 -0.794
H 2.528 -0.281 0.872
*
```



two | Computed, not measured: C3H6FN3 in the gas phase, with the ωB97M-V functional and the def2-TZVPD basis.

Computed properties:
lowest unoccupied orbital energy	0.160	eV
SMILES string	[H]/N=C\N/N=C/CF

The geometry in ORCA input format:
```
! wB97M-V def2-TZVPD RIJCOSX def2/J DEFGRID3
* xyz 0 1
H 1.199 1.719 0.172
N 2.152 1.355 0.176
C 2.214 0.132 -0.176
N 1.284 -0.759 -0.391
N 0.015 -0.836 0.343
C -0.906 0.067 -0.111
C -2.229 -0.016 0.416
F -3.064 0.544 -0.491
H 3.130 -0.421 -0.329
H 1.689 -1.644 -0.381
H -0.742 0.600 -1.071
H -2.363 0.490 1.485
H -2.380 -1.230 0.357
*
```



three | Computed, not measured: C3H6FN3 in the gas phase, with the ωB97M-V functional and the def2-TZVPD basis.

Computed properties:
lowest unoccupied orbital energy	0.918	eV
SMILES string	[H]/N=C1/NNC[C@@H]1F

The geometry in ORCA input format:
```
! wB97M-V def2-TZVPD RIJCOSX def2/J DEFGRID3
* xyz 0 1
H 0.512 -2.591 -0.045
N -0.337 -2.168 0.235
C -0.261 -0.920 0.123
N -1.314 -0.040 0.418
N -0.860 1.277 0.540
C 0.592 1.250 0.595
C 0.938 0.008 -0.214
F 0.957 0.334 -1.550
H -1.940 -0.319 1.145
H -0.980 1.682 -0.357
H 0.867 1.114 1.611
H 1.008 2.158 0.206
H 1.879 -0.559 0.017
*
```



Of them, one has the lowest stability.



one | Computed, not measured: C5H3NO as an isolated structure, with the ωB97M-V functional and the def2-TZVPD basis.

Computed properties:
lowest unoccupied orbital energy	-1.002	eV

The geometry in ORCA input format:
```
! wB97M-V def2-TZVPD RIJCOSX def2/J DEFGRID3
* xyz 0 1
C 2.738 0.904 0.514
C 1.593 0.458 0.127
C 0.184 0.159 0.258
C -0.906 0.926 -0.002
O -1.963 0.130 -0.177
N -1.587 -1.189 -0.099
C -0.310 -1.182 0.141
H 1.013 -0.109 -0.860
H -1.048 1.993 -0.091
H 0.286 -2.090 0.189
*
```



two | Computed, not measured: C5H3NO in the gas phase, with the ωB97M-V functional and the def2-TZVPD basis.

Computed properties:
lowest unoccupied orbital energy	-0.713	eV
SMILES string	C#CC=C=CN=O

The geometry in ORCA input format:
```
! wB97M-V def2-TZVPD RIJCOSX def2/J DEFGRID3
* xyz 0 1
C -0.326 -1.330 2.047
C 0.231 -0.891 1.076
C 0.774 -0.505 -0.178
C -0.086 -0.409 -1.204
C -0.662 0.748 -1.510
N -0.187 1.874 -0.733
O 0.654 1.633 0.099
H -0.802 -1.760 2.894
H 1.841 -0.383 -0.282
H -1.436 1.023 -2.208
*
```



Of them, one has the lowest stability.



one | Computed, not measured: C5H3NO as an isolated structure, with the ωB97M-V functional and the def2-TZVPD basis.

Computed properties:
lowest unoccupied orbital energy	0.556	eV

The geometry in ORCA input format:
```
! wB97M-V def2-TZVPD RIJCOSX def2/J DEFGRID3
* xyz 0 1
C -1.002 0.702 -2.511
C -0.526 0.420 -1.372
C -0.085 -0.048 -0.088
C 0.328 -1.294 0.268
O 0.653 -1.314 1.558
N 0.478 -0.059 2.101
C 0.033 0.686 1.129
H -0.026 1.387 -1.906
H 0.427 -2.224 -0.274
H -0.188 1.731 1.303
*
```



two | Computed, not measured: C5H3NO in the gas phase, with the ωB97M-V functional and the def2-TZVPD basis.

Computed properties:
lowest unoccupied orbital energy	0.838	eV
SMILES string	C#Cc1cnoc1

The geometry in ORCA input format:
```
! wB97M-V def2-TZVPD RIJCOSX def2/J DEFGRID3
* xyz 0 1
C -1.564 0.398 -1.677
C -0.530 0.735 -1.149
C 0.338 0.550 -0.018
C 1.613 -0.069 0.169
N 1.582 -0.939 1.141
O 0.296 -0.903 1.655
C -0.394 0.003 0.992
H -2.471 -0.043 -2.019
H 2.567 0.101 -0.315
H -1.438 0.167 1.220
*
```



Of them, one has the lowest stability.



one | Computed, not measured: C5H3NO in the gas phase, with the ωB97M-V functional and the def2-TZVPD basis.

Computed properties:
lowest unoccupied orbital energy	0.449	eV

The geometry in ORCA input format:
```
! wB97M-V def2-TZVPD RIJCOSX def2/J DEFGRID3
* xyz 0 1
C -0.593 -0.697 -1.563
C -1.114 0.472 -1.578
C -0.337 0.407 -0.244
C -0.445 -0.555 0.734
O 0.574 -0.492 1.586
N 1.367 0.588 1.244
C 0.840 1.118 0.181
H -0.310 -1.627 -1.086
H -1.251 -1.240 0.953
H 1.269 2.025 -0.226
*
```



two | Computed, not measured: C5H3NO in the gas phase, with the ωB97M-V functional and the def2-TZVPD basis.

Computed properties:
lowest unoccupied orbital energy	0.787	eV
SMILES string	N#Cc1ccoc1

The geometry in ORCA input format:
```
! wB97M-V def2-TZVPD RIJCOSX def2/J DEFGRID3
* xyz 0 1
N 3.112 -0.591 -0.451
C 2.020 -0.288 -0.222
C 0.641 0.001 0.033
C -0.444 -0.941 -0.082
C -1.577 -0.221 0.051
O -1.277 1.077 0.345
C 0.065 1.207 0.310
H -0.406 -1.992 -0.325
H -2.622 -0.443 -0.141
H 0.489 2.191 0.483
*
```



three | Computed, not measured: C5H3NO in the gas phase, with the ωB97M-V functional and the def2-TZVPD basis.

Computed properties:
lowest unoccupied orbital energy (alpha / beta)	-1.584 / -1.585	eV

The geometry in ORCA input format:
```
! wB97M-V def2-TZVPD RIJCOSX def2/J DEFGRID3
* xyz 0 1
C -1.594 1.580 1.088
C -0.329 1.596 0.906
C 0.168 0.556 0.196
C -0.140 -0.846 0.577
O 0.317 -1.638 -0.514
N 0.780 -0.824 -1.494
C 0.734 0.416 -1.127
H -1.245 -0.810 0.660
H 0.266 -1.224 1.517
H 1.042 1.196 -1.810
*
```



Of them, three has the lowest stability.